{"formula": "C18H50N4O16", "method": "the ωB97M-V functional and the def2-TZVPD basis", "elements": ["O", "O", "O", "O", "O", "O", "O", "O", "O", "O", "O", "O", "O", "O", "O", "O", "N", "N", "N", "N", "C", "C", "C", "C", "C", "C", "C", "C", "C", "C", "C", "C", "C", "C", "C", "C", "C", "C", "H", "H", "H", "H", "H", "H", "H", "H", "H", "H", "H", "H", "H", "H", "H", "H", "H", "H", "H", "H", "H", "H", "H", "H", "H", "H", "H", "H", "H", "H", "H", "H", "H", "H", "H", "H", "H", "H", "H", "H", "H", "H", "H", "H", "H", "H", "H", "H", "H", "H"], "coordinates": [[13.573, 6.923, 8.052], [9.559, 13.156, 12.029], [17.466, 12.534, 14.366], [13.758, 14.919, 10.568], [15.184, 6.998, 15.706], [14.319, 9.911, 11.026], [10.334, 15.096, 7.152], [10.208, 12.231, 7.592], [8.328, 10.541, 11.322], [9.841, 7.818, 12.036], [13.209, 9.061, 7.981], [16.447, 5.674, 14.563], [9.123, 7.932, 9.978], [16.872, 9.941, 11.873], [15.639, 11.904, 16.376], [13.788, 14.579, 12.708], [14.234, 15.045, 11.685], [9.936, 8.151, 10.882], [15.756, 6.674, 14.691], [13.922, 8.114, 8.032], [17.946, 10.485, 11.194], [15.351, 7.411, 13.433], [8.073, 11.756, 10.654], [11.119, 8.983, 10.552], [16.047, 12.775, 14.185], [15.432, 16.000, 11.819], [15.280, 11.742, 15.007], [11.392, 12.860, 7.100], [10.055, 10.930, 7.071], [10.695, 13.962, 12.163], [15.344, 8.495, 8.245], [10.033, 16.315, 7.914], [9.339, 12.591, 10.735], [11.457, 14.338, 7.604], [13.878, 11.241, 10.545], [7.505, 10.315, 12.421], [15.290, 10.694, 17.062], [18.342, 13.432, 13.673], [7.209, 12.321, 11.001], [11.514, 14.484, 8.682], [17.580, 11.072, 10.352], [9.339, 13.402, 10.007], [10.164, 11.971, 10.384], [10.864, 14.144, 13.224], [11.717, 9.098, 11.456], [17.249, 9.384, 12.559], [11.336, 12.999, 6.020], [12.362, 14.758, 7.164], [12.298, 12.416, 7.513], [14.205, 10.676, 16.966], [18.079, 14.486, 13.763], [7.830, 9.384, 12.884], [10.846, 10.242, 7.368], [15.806, 13.767, 14.566], [15.820, 12.561, 13.140], [14.406, 11.589, 9.657], [14.218, 11.843, 14.784], [9.120, 10.629, 7.543], [15.183, 9.976, 11.439], [13.699, 12.008, 11.298], [15.568, 9.477, 7.826], [15.629, 9.809, 16.524], [11.576, 13.484, 11.735], [9.927, 16.091, 8.976], [7.723, 11.136, 13.103], [18.495, 9.638, 10.784], [6.459, 10.225, 12.125], [9.110, 16.756, 7.540], [15.888, 7.046, 12.557], [15.150, 16.902, 12.362], [11.751, 8.341, 9.940], [16.169, 15.449, 12.403], [15.708, 8.430, 13.580], [18.573, 11.046, 11.888], [9.788, 10.804, 6.022], [12.899, 11.083, 10.094], [10.492, 14.909, 11.662], [15.913, 7.746, 7.695], [18.337, 13.210, 12.605], [10.847, 17.022, 7.751], [15.725, 10.712, 18.061], [15.532, 10.792, 14.535], [10.841, 9.950, 10.133], [7.940, 11.577, 9.587], [14.284, 7.318, 13.232], [19.378, 13.168, 13.887], [15.823, 16.214, 10.825], [15.627, 8.527, 9.297]], "total_energy_ha": -2138.0700, "smiles": "C[N+](=O)[O-].C[N+](=O)[O-].C[N+](=O)[O-].C[N+](=O)[O-].COCCOC.COCCOC.COCCOC.CO.CO", "e_lumo_ha": -0.0127}